10
Properties=species:S:1:pos:R:3:forces:R:3 method="wB97M-V/def2-TZVPD" relative_energy_kcal_mol=0.0 mol_weight_g_mol=408.71 charge=-1
C 0.256883 -0.892182 0.712200 -1.3 -0.8 -0.9
C -0.552493 -1.897593 0.451873 -0.9 -1.6 0.6
O -2.083197 2.994813 -0.810552 -2.5 0.8 0.5
O -0.239934 1.487186 -0.839693 -0.1 1.1 -0.8
S -0.702004 2.885497 -1.112152 2.0 -2.6 -0.9
Br 1.635306 -1.118214 1.869504 1.2 0.3 0.8
Br -2.068356 -1.760368 -0.660120 0.2 0.2 -0.1
Br -0.548284 -3.681348 1.319859 0.3 1.2 -0.5
Br 0.455318 3.885009 0.657496 0.5 0.8 1.0
H 0.027330 0.017628 0.157179 0.6 0.5 0.3

***

7
Properties=species:S:1:pos:R:3:forces:R:3 method="wB97M-V/def2-TZVPD" smiles="FC(F)(Br)C=S" relative_energy_kcal_mol=39.3 mol_weight_g_mol=175.00
C 0.130352 0.016673 -1.050276 -2.4 -5.4 -0.1
C 0.028919 -0.200065 0.774067 -0.6 2.1 -4.1
F 1.203354 0.342832 1.052580 0.6 0.2 0.8
F -0.107463 -1.320229 1.367453 0.1 -2.0 0.2
S -0.163864 -0.780731 -2.505279 0.6 1.2 3.7
Br -1.446713 0.955380 1.420816 0.5 -0.1 -0.4
H 0.355414 0.986141 -1.059360 1.2 4.0 -0.1

***

7
Properties=species:S:1:pos:R:3:forces:R:3 method="wB97M-V/def2-TZVPD" relative_energy_kcal_mol=21.8 mol_weight_g_mol=175.00 multiplicity=3
C 0.022260 0.563802 0.521366 -1.2 -0.6 -1.0
C 0.108712 -0.485362 -0.519141 2.8 -2.2 0.0
F 0.542074 1.761453 0.189940 0.0 0.4 0.0
F 0.370055 -0.155885 -1.766441 0.1 0.7 -0.7
S -1.759663 0.318486 0.167465 -1.8 2.1 1.6
Br 0.386289 -2.290704 -0.125261 0.4 0.0 0.2
H 0.330274 0.288210 1.532071 -0.3 -0.3 -0.1

***

6
Properties=species:S:1:pos:R:3:forces:R:3 method="wB97M-V/def2-TZVPD" relative_energy_kcal_mol=32.9 mol_weight_g_mol=137.94
C -0.224021 -1.818612 -0.040035 -0.7 0.2 1.2
C -0.624856 -0.467511 0.235338 2.0 2.0 2.4
N 0.177582 -2.868950 -0.241595 0.2 -0.6 -0.3
F -0.511122 -0.028258 1.988498 0.1 -1.5 -4.3
Br -2.383993 0.036545 -0.105251 0.3 -0.1 -0.2
H 0.251902 0.117395 -0.231757 -1.9 0.0 1.1

***

8
Properties=species:S:1:pos:R:3:forces:R:3 method="wB97M-V/def2-TZVPD" smiles="N#C[C@@H](Br)[N+](=O)[O-]" relative_energy_kcal_mol=77.2 mol_weight_g_mol=164.95
C 0.370336 -0.033257 -1.739830 0.2 0.2 0.1
C 0.609687 0.267877 -0.358346 -1.9 -3.2 2.8
N 0.191543 -0.289715 -2.837346 -0.2 -0.2 -0.7
N 0.459322 1.726586 -0.067259 -0.1 -0.1 0.0
O -0.323589 2.021495 0.792543 -0.4 0.2 0.5
O 1.144380 2.462209 -0.720360 0.3 0.4 -0.3
Br 2.404609 -0.288606 0.184991 -0.5 0.2 -0.2
H -0.234705 -0.424406 0.372381 2.7 2.5 -2.3

***

7
Properties=species:S:1:pos:R:3:forces:R:3 method="wB97M-V/def2-TZVPD" smiles=N#CC(O)(Cl)Cl relative_energy_kcal_mol=11.7 mol_weight_g_mol=125.94
C 0.884856 1.045308 0.212833 -2.5 -2.8 -0.9
C -0.045768 -0.225250 -0.040683 2.5 1.4 0.9
N 1.544863 1.959639 0.364887 0.7 0.8 0.2
O -1.300803 0.161222 -0.270374 -0.5 0.3 -0.1
Cl 0.692164 -1.152372 -1.394515 -0.2 0.2 0.2
Cl 0.131027 -1.193862 1.471149 -0.2 0.0 -0.2
H -1.906336 -0.594686 -0.343297 0.3 0.0 0.0

***

8
Properties=species:S:1:pos:R:3:forces:R:3 method="wB97M-V/def2-TZVPD" smiles=ClC(Cl)Cl.N#CF relative_energy_kcal_mol=30.3 mol_weight_g_mol=164.39
C -1.965183 -1.175451 0.443790 0.8 -0.8 -1.0
C 1.140870 0.595143 -0.096593 -0.9 -1.2 -1.6
N -2.227648 -0.185448 0.944157 -0.5 0.8 0.7
F -1.531114 -2.173671 -0.213931 -0.3 0.0 0.3
Cl 0.952656 1.879098 1.078958 0.6 -0.8 0.6
Cl 2.760489 0.413559 -0.825324 0.0 0.1 0.8
Cl 0.088978 1.135687 -1.443693 -0.3 -0.3 -0.4
H 0.780951 -0.488918 0.112635 0.7 2.3 0.5

***

8
Properties=species:S:1:pos:R:3:forces:R:3 method="wB97M-V/def2-TZVPD" relative_energy_kcal_mol=0.0 mol_weight_g_mol=164.39 multiplicity=3
C -0.567567 0.190501 -0.063370 0.3 0.7 0.8
C -0.467951 0.344664 1.347082 0.3 6.2 -3.2
N -0.530156 0.017266 -1.191710 -0.3 -0.5 -1.3
F 1.761961 -0.742340 -2.831313 -1.3 -0.2 -0.7
Cl -1.687986 1.462705 1.967011 0.3 -0.3 0.0
Cl -0.595753 -1.291062 2.204562 0.1 -5.6 3.3
Cl 1.212076 0.825299 1.747321 -0.7 -0.6 0.3
H 0.875377 -0.807033 -3.179582 1.4 0.2 0.8